Below is C15H20N2O11P2TeV as an isolated structure in a non-equilibrium geometry, with properties calculated with the ωB97M-V functional and the def2-TZVPD basis.

Results
Expectation value of S²   2.013
Total energy   -92938.683 eV
Frontier orbital gap (spin up / spin down)   8.8 / 8.9 eV
2S+1   3
Charge   +1

Positions of all 52 atoms, in Å:
V -1.2172 -0.0254 1.1550
C -1.9651 0.6074 5.9446
C -2.5433 0.4306 4.5482
O -3.9629 0.3665 4.5544
P -2.0747 -1.1724 3.8260
O -0.6134 -1.6211 4.1838
O -2.8766 -2.3279 4.5124
O -2.3683 -1.1249 2.3313
P -1.8607 1.6382 3.3055
O -1.5103 2.9220 4.1518
O -0.5654 0.9158 2.8575
O -2.8248 1.8503 2.1930
H -2.2873 -0.1994 6.6036
H -2.3136 1.5548 6.3522
H -0.8757 0.6220 5.9215
H -4.3080 0.9331 3.8480
H 0.0479 -0.9814 3.8693
H -3.7556 -2.0577 4.8266
H -1.7808 3.7481 3.7245
N 0.0293 -2.4688 1.1591
N -0.3635 -3.0428 -0.0549
C -1.0172 -2.2706 -0.9805
O -1.1377 -2.6149 -2.1469
O -1.4032 -1.1222 -0.5138
H 1.0181 -2.6396 1.3086
H -0.4977 -2.8744 1.9239
H -0.0997 -3.9779 -0.3209
Te -0.3696 0.2790 -2.6027
C 0.5522 1.5872 -3.9091
C 1.4680 2.5450 -3.4895
C 2.0464 3.3696 -4.4402
C 1.7257 3.2226 -5.7860
C 0.8211 2.2550 -6.1943
C 0.2178 1.4352 -5.2491
C 1.3915 -0.7261 -2.1296
C 1.8115 -1.7260 -2.9969
C 3.0194 -2.3589 -2.7525
C 3.7902 -1.9895 -1.6565
C 3.3524 -0.9931 -0.7969
C 2.1413 -0.3494 -1.0278
H 1.7252 2.6531 -2.4445
H 2.7505 4.1300 -4.1306
H 2.1831 3.8727 -6.5197
H 0.5732 2.1443 -7.2409
H -0.5034 0.6920 -5.5718
H 1.2062 -2.0326 -3.8410
H 3.3578 -3.1415 -3.4179
H 4.7373 -2.4798 -1.4756
H 3.9604 -0.6976 0.0481
H 1.8070 0.4335 -0.3598
O -0.4743 1.1741 0.0867
O -0.1636 1.6336 -1.1859

Forces on atoms 1 to 2 (eV/Å):
0.6 -0.9 -0.9
-0.2 0.1 0.1

Below is a single C3H5NO2 molecule, with properties calculated with the ωB97M-V functional and the def2-TZVPD basis.

Results
Total energy   -8777.474 eV
Frontier orbital gap   10.0 eV
2S+1   1
Charge   0

Positions of all 11 atoms, in Å:
C -1.7286 0.1130 0.0111
C -0.3538 -0.4478 -0.0611
O -0.1751 -1.6378 -0.2006
C 0.8369 0.5088 0.0267
N 2.0139 -0.1422 0.0004
O 0.6800 1.7147 0.1064
H -2.3251 -0.7899 -0.1461
H -1.9473 0.4867 1.0088
H -1.8897 0.9527 -0.6747
H 2.0122 -1.1446 -0.1056
H 2.8760 0.3754 0.0321

Forces on atoms 1 to 2 (eV/Å):
-0.2 -0.3 0.1
-0.1 -0.3 -0.1

Below is a single C4H7NO molecule, with properties calculated with the ωB97M-V functional and the def2-TZVPD basis.

Results
Total energy   -7796.038 eV
Frontier orbital gap (spin up / spin down)   7.4 / 7.2 eV
2S+1   1
Charge   0

Positions of all 13 atoms, in Å:
C 1.5929 0.4181 0.1325
N 0.2307 0.1018 -0.4107
C -0.3456 1.2318 -0.7253
C -0.3519 -1.1089 -0.1065
C -1.6435 -1.1842 0.4962
O -2.1825 -2.2067 0.9009
H 2.1115 1.1763 -0.4650
H 2.1805 -0.4841 0.2260
H 1.4042 0.8485 1.1249
H -1.4019 1.3757 -0.6000
H 0.3005 2.0399 -1.0314
H 0.2444 -2.0106 -0.2059
H -2.1391 -0.1974 0.6642

Forces on atoms 1 to 2 (eV/Å):
0.3 -0.4 -0.1
-0.1 0.7 0.6

The highest 2S+1 belongs to which entry? C15H20N2O11P2TeV